C5H6O2Yb | ωB97M-V/def2-TZVPD

Each line ends with the natural charge from an NBO analysis.
CARTESIAN COORDINATES (ANGSTROEM)
C1 -2.576 0.995 -0.108  0.2643
C2 -2.438 -0.528 -0.422  -0.6338
O1 -1.587 1.480 0.516  -0.9171
H1 -3.057 -0.987 0.369  0.2291
H2 -2.975 -0.708 -1.365  0.2361
Yb1 0.376 0.948 1.013  1.4496
C3 -0.549 -1.855 0.564  -0.4743
C4 -1.056 -1.101 -0.475  -0.1681
H3 -1.101 -1.965 1.503  0.1836
H4 0.267 -2.575 0.561  0.2365
H5 -0.615 -1.012 -1.472  0.2338
O2 2.664 -0.989 0.611  -0.7367
C5 1.626 -0.657 -0.201  -0.3666
H6 3.349 -0.304 0.646  0.4637

ΔE to the lowest compared entry with this formula, charge and spin: 1.668 eV
HOMO (alpha / beta): -5.8 / -5.8 eV
Gap between HOMO and LUMO (alpha / beta): 4.8074 / 4.8089 eV
Total energy: -1502.95682 a.u.


C3H8N2O2 | ωB97M-V/def2-TZVPD

Each line ends with the natural charge from an NBO analysis.
CARTESIAN COORDINATES (ANGSTROEM)
N1 -0.849 0.326 1.152  -0.8648
C1 0.271 -0.210 0.363  -0.1631
C2 -0.171 -1.212 -0.669  -0.0816
O1 -0.758 -2.378 -0.051  -0.7267
C3 0.906 0.971 -0.387  0.6519
N2 0.326 2.164 -0.464  -0.8034
O2 1.998 0.765 -0.921  -0.6456
H1 -1.739 0.003 0.796  0.3698
H2 -0.833 0.147 2.143  0.3739
H3 1.028 -0.648 1.030  0.2181
H4 0.736 -1.487 -1.259  0.1960
H5 -0.943 -0.987 -1.391  0.1956
H6 -0.180 -2.737 0.632  0.4626
H7 0.792 2.937 -0.900  0.4060
H8 -0.583 2.345 -0.075  0.4113

SMILES string: NC(=O)[C@@H](N)CO
ΔE to the lowest compared entry with this formula, charge and spin: 0.927 eV
HOMO: -9.2 eV
Gap between HOMO and LUMO: 9.9670 eV
Total energy: -379.10694 a.u.


C5H8N | ωB97M-V/def2-TZVPD

Each line ends with the natural charge from an NBO analysis.
CARTESIAN COORDINATES (ANGSTROEM)
C1 0.225 0.223 0.422  0.0876
C2 -0.986 -0.072 0.122  0.0247
C3 -2.317 -0.393 0.543  -0.2275
C4 1.475 0.571 0.528  -0.1046
C5 2.467 -0.102 -0.292  -0.6527
N1 -2.110 0.569 -0.499  -0.5427
H1 -2.668 -1.369 0.086  0.2648
H2 -2.724 0.147 1.476  0.2634
H3 1.774 1.335 1.149  0.2451
H4 1.974 -1.092 -0.448  0.2428
H5 3.395 0.047 0.245  0.2506
H6 2.648 0.369 -1.265  0.2552
H7 -2.277 1.565 -0.312  0.4374
H8 -2.493 0.503 -1.510  0.4559

SMILES string: CC=C=C1C[NH2+]1
ΔE to the lowest compared entry with this formula, charge and spin: 4.260 eV
HOMO: -14.2 eV
Total charge: +1
Gap between HOMO and LUMO: 10.5052 eV
Total energy: -249.66859 a.u.


C4H5N | ωB97M-V/def2-TZVPD

Each line ends with the natural charge from an NBO analysis.
CARTESIAN COORDINATES (ANGSTROEM)
C1 2.333 -0.141 0.072  -0.2263
C2 1.143 -0.316 0.127  -0.0401
C3 -0.298 -0.409 0.303  -0.1736
C4 -1.121 0.722 -0.257  -0.2262
N1 -1.306 -0.641 -0.737  -0.5704
H1 3.386 0.014 -0.020  0.2362
H2 -0.551 -1.025 1.184  0.2338
H3 -0.740 1.467 -0.988  0.2067
H4 -1.907 1.152 0.361  0.1978
H5 -0.938 -0.824 -1.664  0.3620

SMILES string: C#C[C@H]1CN1
ΔE to the lowest compared entry with this formula, charge and spin: 3.125 eV
HOMO: -9.3 eV
Gap between HOMO and LUMO: 10.4860 eV
Total energy: -210.04889 a.u.


Q: total energy of number 1 (C5H6O2Yb)?
A: -1502.95682 a.u.